Entry 1:
Entry from the OMol25 dataset: a structure of composition C30H28N2NaO2 (the ωB97M-V functional and the def2-TZVPD basis).

Output
HOMO level, eV: -8.56
Charge: +1
2S+1: 1
Orbital gap, eV: 4.815

Atoms and positions in Å:
1 C -6.36237 2.34909 3.85851
2 O -4.94395 2.04747 3.96196
3 C -4.35080 1.14018 3.08685
4 C -2.95360 1.00282 3.21574
5 C -2.40709 -0.18356 2.76912
6 C -3.23203 -1.15082 2.14369
7 C -4.58900 -0.95191 1.91297
8 C -5.15210 0.25374 2.33594
9 N -2.44887 -2.27724 1.87963
10 C -2.92288 -3.50353 1.26409
11 C -1.16260 -2.05208 2.28056
12 C -1.07206 -0.77091 2.86917
13 C 0.02670 -0.18576 3.51390
14 C 1.33531 -0.71736 3.43999
15 C 1.72998 -2.06198 3.56321
16 N 3.09070 -2.15476 3.47092
17 C 3.84742 -3.38913 3.58457
18 C 3.63445 -0.88599 3.27870
19 C 2.56778 0.04875 3.24516
20 C 2.81731 1.37628 2.95362
21 C 4.15421 1.74661 2.63977
22 O 4.48816 2.96583 2.14240
23 C 3.43080 3.89047 1.80762
24 C 5.22156 0.80924 2.75507
25 C 4.95939 -0.52123 3.05405
26 H -6.50588 3.25426 4.45196
27 H -6.64143 2.53892 2.81502
28 H -6.95806 1.52618 4.27603
29 H -2.33420 1.76957 3.68647
30 H -5.18410 -1.71365 1.41389
31 H -6.20806 0.46922 2.17176
32 H -4.01539 -3.49509 1.25071
33 H -2.55400 -3.60233 0.23372
34 H -2.56603 -4.36725 1.83862
35 H -0.37778 -2.78725 2.13924
36 H -0.09474 0.82288 3.90446
37 H 1.10818 -2.93839 3.71569
38 H 4.89177 -3.18494 3.33804
39 H 3.78795 -3.79154 4.60568
40 H 3.44557 -4.14292 2.89609
41 H 1.99008 2.08674 2.90393
42 H 3.95688 4.75008 1.39344
43 H 2.74788 3.46178 1.05986
44 H 2.86734 4.18019 2.70541
45 H 6.22951 1.16213 2.55263
46 H 5.75534 -1.25959 3.10777
47 C 0.10858 0.18864 7.61927
48 Na -4.01506 2.43196 5.89782
49 C 0.55046 -0.74498 6.64915
50 C -0.57502 -1.18030 5.90375
51 C -1.75103 -0.57030 6.44257
52 C -1.31696 0.33526 7.49655
53 C -2.27581 1.05428 8.21789
54 C -3.63521 0.82580 7.97478
55 C -4.05136 -0.06692 6.96189
56 C -3.11373 -0.75474 6.19152
57 H 0.71566 0.71975 8.34877
58 H 1.57877 -1.06182 6.49426
59 H -0.61955 -1.99730 5.19060
60 H -1.94307 1.73571 9.00649
61 H -4.39122 1.30596 8.60560
62 H -5.11848 -0.26647 6.81823
63 H -3.41402 -1.46798 5.42234


Entry 2:
Entry from the OMol25 dataset: a cluster of 2 separate species, C6H12O in total (the ωB97M-V functional and the def2-TZVPD basis).

Output
HOMO level, eV: -8.68
2S+1: 1
Orbital gap, eV: 9.395
Energy relative to the best compared isomer or geometry (same formula, charge and spin), kcal per mole: 69.9
SMILES string: C=C/C(C)=C/C.O

Atoms and positions in Å:
1 C 1.05128 -0.73431 2.06401
2 C -0.15052 -0.30436 1.57644
3 C -0.36170 0.49952 0.38884
4 C -1.79385 0.35066 -0.09081
5 C 0.63195 1.26353 -0.07764
6 C 0.52288 2.04342 -1.33392
7 H 1.98718 -0.60476 1.39317
8 H 1.17828 -1.55372 2.73824
9 H -1.00503 -0.08935 2.16737
10 H -2.54573 0.98869 0.31390
11 H -2.10709 -0.67150 0.26768
12 H -1.97844 0.45538 -1.21961
13 H 1.68545 1.41816 0.35558
14 H 1.39284 1.90022 -1.87323
15 H 0.43492 3.12057 -1.03072
16 H -0.43901 1.60841 -1.89204
17 O 0.11175 -2.59574 -1.69064
18 H 1.04830 -2.83141 -1.67103
19 H 0.05413 -1.68556 -1.18569